Entry 1:
Below is C16H27O4PPd as an isolated structure, with properties calculated with wB97M-V/def2-TZVPD.

Positions of all 49 atoms, in Å:
Pd -0.9815 -0.1296 -0.3564
C -3.4146 -0.4013 1.2681
C -3.2340 1.0984 1.3782
O -2.2727 1.4912 0.3901
C -1.7468 2.8189 0.5208
C -0.6195 2.9554 -0.4852
O 0.2629 1.8213 -0.4906
C 1.3625 1.8185 0.4402
C 0.9888 1.4001 1.8518
O 0.3180 0.1473 1.7728
C -0.5314 -0.1888 2.8568
C -1.4283 -1.3355 2.4166
O -2.1596 -1.1220 1.1799
H -3.9418 -0.6550 0.3499
H -3.9899 -0.7754 2.1166
H -2.8875 1.4044 2.3654
H -4.1916 1.5886 1.1862
H -1.4163 2.9712 1.5489
H -2.5266 3.5504 0.2967
H -0.0568 3.8714 -0.2952
H -1.0281 3.0047 -1.4936
H 1.8277 2.8062 0.4558
H 2.0739 1.1075 0.0226
H 0.3462 2.1361 2.3397
H 1.9029 1.3146 2.4464
H -1.1031 0.6870 3.1710
H 0.0438 -0.5310 3.7233
H -2.1437 -1.5733 3.2056
H -0.8223 -2.2187 2.2264
C 0.2805 -3.2110 -0.2366
P 0.0983 -1.7713 -1.2849
C -0.8185 -2.2583 -2.7504
C 1.6722 -1.0841 -1.7176
C 1.7617 -0.2338 -2.8267
C 2.9692 0.3702 -3.1315
C 4.0847 0.1277 -2.3391
C 4.0010 -0.7160 -1.2365
C 2.7966 -1.3172 -0.9156
H 0.8320 -2.9616 0.6685
H 0.8154 -3.9901 -0.7829
H -0.7113 -3.5781 0.0308
H -0.2225 -2.9833 -3.3086
H -1.0288 -1.4027 -3.3901
H -1.7593 -2.7205 -2.4500
H 0.9009 -0.0505 -3.4585
H 3.0454 1.0174 -3.9944
H 5.0304 0.5900 -2.5890
H 4.8783 -0.9117 -0.6350
H 2.7433 -1.9778 -0.0604

## Properties
LUMO (alpha / beta): -8.146 / -8.148 eV
total charge: +2
HOMO level (alpha / beta): -15.60 / -15.60 eV
HOMO-LUMO gap (alpha / beta): 0.274 / 0.274 Eh

=====

Entry 2:
Below is a 2-piece molecular cluster, C16H27OS overall in a non-equilibrium geometry, with properties calculated with wB97M-V/def2-TZVPD.

Positions of all 45 atoms, in Å:
C 2.3898 0.4434 3.0278
O 1.0230 0.8403 2.7969
C 0.1276 -0.1065 2.7267
C -1.2559 0.2029 2.8955
C -2.2045 -0.8533 2.9806
C -3.5554 -0.5734 3.0661
C -4.0005 0.7528 3.0922
C -3.0738 1.8108 3.0656
C -1.7148 1.5433 2.9702
H 2.9549 1.3746 3.1395
H 2.4485 -0.1467 3.9529
H 2.7798 -0.1498 2.1907
H 0.4900 -1.1415 2.6866
H -1.8130 -1.8674 3.0287
H -4.2812 -1.3861 3.1213
H -5.0656 0.9739 3.1265
H -3.4196 2.8431 3.1265
H -0.9704 2.3407 3.0013
C 3.8193 3.1416 -2.1333
C 2.8269 1.9707 -2.1554
C 2.9319 1.0892 -0.9083
C 1.9517 -0.0940 -0.8287
S 0.2462 0.2121 -0.2517
C -0.5257 -1.2884 -0.9014
C -1.1260 -1.3072 -2.3077
C -1.7688 -2.6762 -2.5761
C -2.4802 -2.8198 -3.9164
H 3.7260 3.7364 -3.0475
H 3.6329 3.8036 -1.2794
H 4.8560 2.7879 -2.0692
H 1.8020 2.3509 -2.2451
H 3.0212 1.3576 -3.0425
H 3.9393 0.6531 -0.8942
H 2.8288 1.7104 -0.0079
H 1.8319 -0.5524 -1.8180
H 2.3818 -0.8236 -0.1304
H 0.2429 -2.0717 -0.8325
H -1.3178 -1.5221 -0.1733
H -1.8758 -0.5101 -2.3999
H -0.3367 -1.1108 -3.0480
H -0.9860 -3.4424 -2.4985
H -2.4822 -2.8833 -1.7672
H -2.9071 -3.8240 -3.9928
H -3.2997 -2.1017 -4.0143
H -1.7920 -2.6865 -4.7562

## Properties
LUMO: -5.097 eV
total charge: +1
HOMO level: -11.69 eV
HOMO-LUMO gap: 0.242 Eh

=====

Entry 3:
Below is C16H28BCl14F10HgNO4S2 as an isolated structure in a non-equilibrium geometry, with properties calculated with wB97M-V/def2-TZVPD.

Positions of all 77 atoms, in Å:
Hg 4.7082 1.0451 -0.1594
B 4.5996 3.7055 0.8631
F 5.5926 4.5868 0.8643
F 3.4634 4.1873 1.4693
F 4.3427 3.3101 -0.4329
F 4.9741 2.5744 1.5110
C 1.4243 -0.7586 -2.3786
F 0.3619 -0.6248 -3.1468
F 1.2124 -1.6946 -1.4395
F 2.5231 -1.1375 -3.0457
S 1.7868 0.9552 -1.5574
O 2.9625 1.4671 -2.2134
O 0.6209 1.7771 -1.6461
N 2.5030 0.5772 0.0611
S 1.1907 0.6971 0.9015
O 0.9419 2.0685 1.2960
O 0.0883 -0.0968 0.3583
C 1.7482 -0.2500 2.4678
F 0.6208 -0.5963 3.1901
F 2.3619 -1.3944 2.1381
F 2.5225 0.5359 3.2311
Cl -4.7813 -1.0340 -0.1345
C -3.1902 -0.2921 -0.0644
C -2.9811 0.9159 -1.0350
Cl -3.1736 0.4035 -2.7546
H -2.4486 -1.0630 -0.2737
H -3.1282 -0.0484 0.9962
H -1.9954 1.3635 -0.9078
H -3.6407 1.7774 -0.9312
Cl 3.6242 -3.6507 -7.0432
C 3.1264 -3.1578 -5.4112
C 1.7353 -3.6122 -5.0227
Cl 1.4918 -5.3916 -5.2008
H 3.1663 -2.0704 -5.3484
H 3.8781 -3.6625 -4.8042
H 1.0287 -3.1249 -5.6946
H 1.5178 -3.3204 -3.9952
Cl -4.8658 1.1679 4.3292
C -4.2178 -0.4500 3.9744
C -2.7217 -0.6161 4.1744
Cl -2.3563 -0.7160 5.9247
H -4.5651 -0.5623 2.9474
H -4.7319 -1.1759 4.6045
H -2.1326 0.1799 3.7189
H -2.4709 -1.5388 3.6512
Cl -3.0674 -4.2076 -5.0366
C -3.2627 -3.1959 -3.6455
C -1.8736 -2.8639 -3.0142
Cl -1.0884 -4.3766 -2.5197
H -3.7987 -3.8221 -2.9323
H -3.8333 -2.3613 -4.0530
H -2.0459 -2.2984 -2.0985
H -1.1941 -2.3374 -3.6844
Cl 2.4316 5.0453 5.2245
C 1.7468 3.7366 4.1552
C 0.3125 3.3448 4.5047
Cl 0.2421 2.4966 6.1196
H 2.3799 2.8612 4.0106
H 1.7138 4.1882 3.1637
H -0.1279 2.6813 3.7604
H -0.2722 4.2647 4.5031
Cl -0.2974 -5.8377 2.3468
C -1.1086 -5.1812 0.9231
C -0.5591 -3.7820 0.6660
Cl -0.7389 -2.7847 2.0727
H -2.1702 -5.2091 1.1687
H -0.9340 -5.8485 0.0790
H -1.1044 -3.2786 -0.1323
H 0.5078 -3.7412 0.4464
Cl 0.3650 4.6990 -2.6045
C -0.3122 4.9393 -1.0077
C 0.7293 5.3681 -0.0050
Cl -0.0886 5.9192 1.5132
H -0.8169 4.0191 -0.7135
H -1.1301 5.6566 -1.0762
H 1.3528 6.1542 -0.4310
H 1.3258 4.4968 0.2654

## Properties
LUMO: -5.835 eV
ΔE to the lowest compared entry with this formula, charge and spin: 318.3 kJ/mol
HOMO level: -10.27 eV
HOMO-LUMO gap: 0.163 Eh

=====

Entry 4:
Below is C16H28Br4Cl2FMgN3Na2O10PS as an isolated structure in a non-equilibrium geometry, with properties calculated with wB97M-V/def2-TZVPD.

Positions of all 69 atoms, in Å:
N 4.5014 -6.0406 2.3909
C 3.6109 -5.1915 2.4252
C 2.1354 -4.5625 2.1642
C 0.9689 -5.3435 2.9489
O 0.4061 -6.4978 2.2444
O 1.3501 -7.3058 1.7488
C 1.8952 -4.3714 0.5807
C 2.7821 -3.0926 0.1095
N 3.3420 -2.0288 -0.0823
P 0.1067 -3.9429 0.1011
O -0.5601 -2.9348 1.0588
O 0.2291 -3.1276 -1.4419
O -0.8874 -5.3016 -0.1801
H 2.1832 -3.4963 2.6281
H 1.3587 -5.6035 4.0175
H 0.1002 -4.5838 3.1040
H 1.2169 -7.2581 0.7584
H 2.3148 -5.2567 -0.0436
H -0.5374 -3.5182 -1.9829
H -1.4177 -5.5036 0.6398
C 4.8145 -5.8454 6.4124
Br 6.2839 -4.8294 7.1648
Br 3.9399 -4.8844 4.9672
Br 5.3697 -7.6212 5.8611
H 4.0761 -5.9731 7.2038
Mg 0.4290 -3.2580 -3.5248
Br 5.0811 -8.1255 1.0178
C -0.1852 0.8103 -3.2060
O -1.1256 0.7336 -3.9784
N 0.1168 1.8927 -2.4345
C 1.2566 1.9072 -1.5370
C -0.7251 3.0645 -2.5114
H 0.5194 -0.0265 -3.0700
H 0.9022 2.0712 -0.5167
H 1.9271 2.7200 -1.8271
H 1.8007 0.9616 -1.5802
H -1.7454 2.7893 -2.2352
H -0.7271 3.4324 -3.5417
H -0.3608 3.8469 -1.8389
C -1.1555 5.6301 1.7011
C -0.8589 5.1193 0.2976
O -0.4691 5.9912 -0.5253
O -1.0403 3.8843 0.1317
H -0.9788 6.7052 1.7784
H -2.2000 5.4320 1.9546
H -0.5132 5.1211 2.4242
Na -0.9314 5.0653 -3.7055
C 7.4832 -4.8559 1.4570
Cl 6.7181 -3.2703 1.3491
Cl 8.4761 -5.1948 0.0350
H 8.1128 -4.8908 2.3458
H 6.6952 -5.5945 1.5309
F 4.6352 -2.7439 2.3840
Na -0.2901 -7.4427 4.0168
C -6.6576 5.8553 -2.1547
C -7.2468 6.8091 -3.1957
C -6.3679 8.0609 -3.2206
S -4.7329 7.5340 -2.7214
O -4.4151 8.1551 -1.4585
O -3.8413 7.6006 -3.8614
C -5.1588 5.8276 -2.4213
H -7.0960 4.8574 -2.2248
H -6.8522 6.2408 -1.1485
H -7.2319 6.3285 -4.1797
H -8.2856 7.0615 -2.9703
H -6.3182 8.4980 -4.2188
H -6.7152 8.8078 -2.5044
H -4.5798 5.4413 -1.5819
H -4.9310 5.2619 -3.3283

## Properties
LUMO: -7.497 eV
total charge: +1
HOMO level: -8.99 eV
HOMO-LUMO gap: 0.055 Eh